[1]
8 unconnected molecules or ions with the total composition C28H76N12O12, computed with wB97M-V/def2-TZVPD.

The geometry in ORCA input format:
```
! RIJCOSX wB97M-V def2-TZVPD def2/J DEFGRID3
* xyz 0 1
C -1.888 0.849 4.554
O -1.294 2.097 4.250
C 0.138 2.165 4.373
C 0.989 1.734 3.201
N 0.780 0.326 2.956
C 1.717 -0.294 1.973
C 1.415 -1.766 1.818
O 0.225 -1.887 1.069
C -0.262 -3.225 1.000
H -1.678 0.081 3.814
H -2.972 1.002 4.529
H -1.768 0.540 5.596
H 0.485 1.764 5.332
H 0.213 3.252 4.454
H 1.975 2.061 3.524
H 0.649 2.364 2.366
H -0.153 0.199 2.581
H 2.667 -0.260 2.516
H 1.701 0.271 1.040
H 1.351 -2.245 2.803
H 2.228 -2.279 1.287
H 0.569 -3.889 0.748
H -1.025 -3.313 0.231
H -0.691 -3.450 1.981
C -3.875 0.541 -0.767
O -3.724 -0.590 -1.603
C -2.331 -0.909 -1.593
C -2.075 -2.111 -2.527
N -3.038 -2.263 -3.640
C -2.537 -1.511 -4.821
C -3.715 -0.726 -5.406
O -3.522 -0.401 -6.760
C -4.648 -0.397 -7.586
H -3.776 0.350 0.304
H -4.893 0.930 -0.878
H -3.267 1.386 -1.097
H -2.088 -1.248 -0.581
H -1.706 -0.047 -1.840
H -2.220 -3.016 -1.931
H -1.042 -2.121 -2.866
H -3.957 -1.992 -3.321
H -2.095 -2.188 -5.547
H -1.814 -0.770 -4.475
H -4.063 0.098 -4.770
H -4.603 -1.382 -5.379
H -5.191 -1.354 -7.577
H -4.294 -0.256 -8.604
H -5.421 0.323 -7.297
C 5.597 6.824 -1.763
O 5.220 6.514 -3.081
C 4.820 5.162 -3.214
C 3.735 4.618 -2.300
N 3.662 3.171 -2.466
C 2.775 2.440 -1.549
C 2.951 0.956 -1.872
O 1.932 0.256 -1.135
C 1.471 -0.937 -1.737
H 6.437 6.220 -1.407
H 4.775 6.702 -1.048
H 5.838 7.879 -1.635
H 5.710 4.522 -3.195
H 4.426 5.033 -4.225
H 2.744 4.936 -2.677
H 3.682 4.972 -1.270
H 3.292 2.938 -3.382
H 1.770 2.842 -1.717
H 3.129 2.731 -0.557
H 3.857 0.574 -1.393
H 3.001 0.747 -2.942
H 0.630 -1.277 -1.129
H 2.130 -1.814 -1.669
H 1.223 -0.740 -2.781
C 1.629 -7.856 0.484
O 0.323 -7.682 0.003
C 0.211 -7.853 -1.393
C -1.218 -7.493 -1.810
N -1.678 -6.267 -1.166
C -3.058 -5.846 -1.400
C -4.240 -6.618 -0.824
O -4.144 -8.021 -0.939
C -4.707 -8.622 -2.086
H 1.583 -7.889 1.572
H 2.262 -7.006 0.202
H 2.051 -8.798 0.116
H 0.465 -8.889 -1.640
H 0.868 -7.205 -1.984
H -1.915 -8.329 -1.691
H -1.247 -7.358 -2.899
H -1.553 -6.474 -0.177
H -3.101 -5.603 -2.467
H -3.000 -4.850 -0.946
H -5.200 -6.338 -1.275
H -4.324 -6.343 0.230
H -4.474 -9.678 -1.948
H -4.114 -8.335 -2.963
H -5.778 -8.465 -2.216
N 4.798 2.809 6.585
C 3.989 2.557 5.522
N 3.620 1.275 5.343
O 3.758 3.439 4.680
H 4.873 2.074 7.264
H 5.219 3.709 6.713
H 3.805 0.581 6.041
H 3.282 1.063 4.422
N 0.062 3.139 0.004
C -1.055 3.429 0.720
N -1.231 4.806 0.855
O -1.787 2.650 1.314
H 0.665 3.916 -0.209
H 0.602 2.292 0.077
H -2.044 5.050 1.397
H -0.886 5.423 0.144
N 4.272 3.863 1.527
C 3.112 4.556 1.502
N 2.492 4.708 2.687
O 2.672 5.122 0.478
H 4.832 3.848 0.698
H 4.544 3.486 2.420
H 1.652 5.258 2.681
H 2.860 4.301 3.553
N -3.547 5.235 3.656
C -2.527 5.877 4.322
N -1.383 5.119 4.358
O -2.623 6.966 4.870
H -3.392 4.299 3.329
H -4.447 5.602 3.920
H -1.427 4.155 4.080
H -0.684 5.499 4.973
*
```

Computed properties:
E_tot: -2672.29282 a.u.
Structure (SMILES): COCCNCCOC.COCCNCCOC.COCCNCCOC.COCCNCCOC.NC(N)=O.NC(N)=O.NC(N)=O.NC(N)=O
Largest force on an atom: 0.042 hartree/bohr
Gap between HOMO and LUMO: 8.6 eV
HOMO: -8.5 eV

Atom charges from the Löwdin analysis, given in e for atoms 1 to 6: -0.0986 -0.2201 -0.2002 -0.2222 -0.0356 -0.1657

[2]
9 unconnected molecules or ions with the total composition C28H77N3O17, computed with wB97M-V/def2-TZVPD.

The geometry in ORCA input format:
```
! RIJCOSX wB97M-V def2-TZVPD def2/J DEFGRID3
* xyz 0 1
C 3.542 0.537 0.956
O 4.778 0.448 0.283
C 4.765 1.146 -0.933
C 3.812 0.653 -1.994
C 4.168 -0.691 -2.646
N 3.583 1.691 -2.993
H 2.922 -0.317 0.687
H 3.045 1.510 0.865
H 3.654 0.506 2.043
H 4.548 2.204 -0.725
H 5.761 1.201 -1.389
H 2.819 0.482 -1.560
H 4.880 -0.528 -3.458
H 3.265 -1.124 -3.089
H 4.529 -1.472 -1.974
H 2.925 1.413 -3.711
H 4.423 1.965 -3.494
C 2.203 -0.454 4.108
O 1.632 -0.963 2.894
C 1.763 -2.365 2.789
C 1.153 -2.806 1.462
N 0.942 -4.246 1.349
C 2.154 -5.057 1.462
C 1.802 -6.519 1.282
O 1.265 -6.798 0.000
C 1.168 -8.186 -0.231
H 1.568 -0.626 4.977
H 2.236 0.606 3.845
H 3.222 -0.806 4.284
H 1.220 -2.888 3.591
H 2.814 -2.671 2.861
H 1.852 -2.427 0.697
H 0.194 -2.321 1.282
H 0.809 -4.341 0.341
H 2.590 -4.980 2.464
H 2.950 -4.742 0.771
H 1.119 -6.793 2.092
H 2.721 -7.107 1.400
H 0.613 -8.662 0.584
H 2.142 -8.670 -0.360
H 0.606 -8.319 -1.156
C -1.498 -0.916 4.892
O -1.057 0.426 4.786
C -1.680 1.094 3.723
C -1.203 2.549 3.683
N 0.086 2.607 2.961
C 0.486 4.006 2.725
C 1.932 4.051 2.255
O 2.730 3.604 3.343
C 4.095 3.453 3.021
H -2.595 -0.923 4.862
H -1.209 -1.328 5.858
H -1.067 -1.506 4.075
H -2.772 0.998 3.762
H -1.399 0.635 2.767
H -1.147 2.953 4.698
H -1.924 3.168 3.142
H 0.784 2.381 3.676
H 0.491 4.692 3.586
H -0.209 4.469 2.018
H 2.229 5.070 1.989
H 2.114 3.393 1.400
H 4.560 4.403 2.739
H 4.212 2.798 2.150
H 4.603 2.990 3.861
O -4.522 4.356 -3.595
C -3.249 3.976 -3.091
C -2.996 2.483 -3.224
O -3.644 1.684 -2.223
H -5.202 3.745 -3.301
H -2.490 4.555 -3.615
H -3.170 4.262 -2.034
H -1.932 2.247 -3.178
H -3.319 2.133 -4.209
H -4.597 1.780 -2.328
O -0.793 1.610 0.385
C -0.165 0.377 0.233
C 0.022 -0.065 -1.208
O -1.258 -0.188 -1.828
H -0.599 1.883 1.304
H 0.830 0.333 0.697
H -0.748 -0.441 0.686
H 0.571 -0.993 -1.353
H 0.594 0.697 -1.758
H -1.817 0.583 -1.684
O -0.253 5.696 -3.141
C -0.032 5.249 -1.805
C 0.690 3.926 -1.710
O 2.070 4.102 -2.050
H 0.593 6.031 -3.457
H 0.485 6.068 -1.289
H -1.001 5.136 -1.307
H 0.246 3.199 -2.393
H 0.647 3.643 -0.652
H 2.389 3.241 -2.374
O -4.927 -2.578 -4.768
C -4.461 -3.081 -3.526
C -3.732 -2.001 -2.768
O -4.614 -0.986 -2.356
H -5.503 -3.226 -5.180
H -5.255 -3.474 -2.885
H -3.742 -3.887 -3.709
H -2.962 -1.548 -3.407
H -3.196 -2.471 -1.933
H -4.103 -0.214 -2.080
O -0.738 -5.516 -1.671
C -0.657 -4.130 -1.969
C 0.624 -3.841 -2.755
O 1.690 -3.885 -1.776
H 0.071 -5.819 -1.206
H -1.481 -3.913 -2.656
H -0.796 -3.487 -1.098
H 0.636 -2.835 -3.190
H 0.812 -4.586 -3.527
H 2.509 -4.182 -2.183
O -5.764 1.069 0.262
C -4.477 1.324 0.814
C -4.222 2.812 0.830
O -5.188 3.575 1.539
H -5.893 1.559 -0.550
H -4.504 0.933 1.834
H -3.701 0.757 0.294
H -4.273 3.225 -0.178
H -3.203 3.008 1.188
H -5.017 3.535 2.485
*
```

Computed properties:
E_tot: -2556.15032 a.u.
Structure (SMILES): COC[C@H](C)N.COCCNCCOC.COCCNCCOC.OCCO.OCCO.OCCO.OCCO.OCCO.OCCO
Largest force on an atom: 0.044 hartree/bohr
Gap between HOMO and LUMO: 9.7 eV
HOMO: -9.3 eV

Atom charges from the Löwdin analysis, given in e for atoms 1 to 6: -0.1095 -0.1450 -0.2116 -0.4324 -0.0439 0.0370